19
Properties=species:S:1:pos:R:3:forces:R:3 method="wB97M-V/def2-TZVPD" s2=0.752 total_charge=+1 lumo_ev="-3.1 / -11.0" energy_ev=-5400.2070 spin_multiplicity=2 e_above_lowest_kj_mol=86.7 gap_ev="11.72 / 3.75" homo_ha="-0.545 / -0.541"
C 1.487 -0.271 0.351 -0.1 0.8 -0.9
C 0.649 -1.518 0.675 1.4 0.0 -1.2
C 2.947 -0.498 0.855 -0.2 -0.8 0.0
H 1.439 -0.078 -0.755 -0.7 -0.2 0.2
H 1.177 0.742 0.679 0.3 0.1 0.1
H 0.454 -1.421 1.748 0.3 -0.5 0.1
H 1.302 -2.344 0.352 -0.2 -0.8 1.1
H 3.304 -1.467 0.501 -0.3 -0.2 0.6
H 3.546 0.200 0.231 -0.5 0.7 0.2
H -0.174 -1.743 -0.005 -0.4 1.0 -0.1
H 3.105 -0.334 1.918 0.3 0.1 -0.1
C -3.091 1.271 -1.096 0.5 0.5 -0.7
C -1.722 0.816 -0.580 -0.4 0.8 1.3
H -3.850 1.311 -0.322 -0.1 -0.8 0.1
H -3.050 2.321 -1.359 0.2 0.2 -0.5
H -3.371 0.724 -1.998 -0.4 0.0 0.3
H -1.211 1.730 -0.229 0.1 -0.3 0.2
H -1.924 0.193 0.304 0.6 -0.1 -0.3
H -1.015 0.367 -1.271 -0.4 -0.3 -0.4